Computed, not measured: C23H26N3NaO3Te4 as an isolated structure in a non-equilibrium geometry, with ωB97M-V/def2-TZVPD.

Positions of all 60 atoms, in Å:
Na (0.769, -1.371, 1.570)
C (-2.605, -2.860, 4.866)
N (-2.611, -1.508, 4.340)
C (-3.962, -0.995, 4.172)
C (-1.656, -1.286, 3.350)
O (-0.601, -1.949, 3.347)
C (-1.682, 0.125, 2.767)
O (-0.760, 0.196, 1.694)
C (-0.529, 1.482, 1.199)
C (0.937, 1.555, 0.767)
O (1.734, 0.700, 1.156)
N (1.312, 2.625, 0.046)
C (0.353, 3.564, -0.520)
C (2.695, 2.743, -0.383)
H (-3.206, -2.889, 5.777)
H (-1.586, -3.164, 5.088)
H (-3.030, -3.562, 4.135)
H (-4.468, -1.038, 5.139)
H (-4.519, -1.582, 3.432)
H (-3.966, 0.036, 3.832)
H (-1.341, 0.793, 3.575)
H (-2.666, 0.424, 2.401)
H (-0.654, 2.232, 1.995)
H (-1.236, 1.707, 0.394)
H (-0.407, 3.833, 0.213)
H (-0.129, 3.166, -1.415)
H (0.892, 4.471, -0.794)
H (3.302, 2.077, 0.223)
H (3.024, 3.776, -0.245)
H (2.808, 2.455, -1.431)
Te (-1.072, -1.343, -1.430)
Te (-1.688, -2.667, -3.649)
Te (-4.292, -0.058, 0.276)
Te (-3.135, -2.462, 0.903)
C (1.658, -4.338, 0.294)
C (2.901, -3.862, -0.172)
C (3.007, -2.724, -0.929)
C (1.851, -1.960, -1.285)
C (0.610, -2.451, -0.776)
C (0.517, -3.621, -0.034)
C (1.824, -0.777, -2.024)
C (2.896, -0.148, -2.657)
C (2.770, 1.035, -3.326)
C (1.455, 1.643, -3.444)
C (1.246, 2.838, -4.123)
C (-0.026, 3.396, -4.274)
C (-1.110, 2.717, -3.750)
C (-0.931, 1.519, -3.058)
C (0.342, 0.983, -2.846)
N (0.542, -0.128, -2.040)
H (1.599, -5.243, 0.884)
H (3.808, -4.405, 0.076)
H (3.982, -2.387, -1.263)
H (-0.465, -3.951, 0.294)
H (3.863, -0.640, -2.603)
H (3.609, 1.499, -3.831)
H (2.111, 3.331, -4.559)
H (-0.160, 4.327, -4.812)
H (-2.115, 3.102, -3.872)
H (-1.808, 1.019, -2.663)

Calculated values
**Largest force on an atom**: 1.3 eV/Å
**HOMO energy**: 0.0081 hartree
**Energy relative to the best compared isomer or geometry (same formula, charge and spin)**: 175.64 kJ/mol
**Orbital gap**: 3.1 eV
**Net charge**: -2
**Multiplicity**: 1